{"formula": "C2H2OS3", "method": "ωB97M-V/def2-TZVPD", "species": ["C", "C", "O", "S", "S", "S", "H", "H"], "coordinates": [[2.5608, 0.1870, 0.4968], [2.3492, 0.5386, -0.6294], [-2.5561, 0.8593, 1.1430], [-2.0766, -2.1153, 0.4055], [-2.4954, -0.9608, -1.0460], [-2.6034, 1.0360, -0.2862], [2.9274, 0.0475, 1.4891], [1.8940, 0.4077, -1.5728]], "e_above_lowest_kcal_mol": 17.9, "energy_ha": -1347.0565, "mol_weight_g_mol": 138.238, "orbital_gap_ev": [8.49, 6.78], "spin_multiplicity": 3}